Arrangement i

15
Properties=species:S:1:pos:R:3:mulliken_charge:R:1 method="wB97M-V/def2-TZVPD" mol_weight_g_mol=105.1 orbital_gap_ev=9.8 smiles="C=C1NCCO1.F"
C -1.48230 -0.93867 0.34909 -0.473
C -0.13328 -1.42194 -0.37438 -0.365
C -0.04655 0.77908 0.05184 0.396
C 0.51070 1.91532 0.01860 -0.780
N -1.43578 0.51739 0.11657 -0.390
O 0.75824 -0.35866 -0.04990 -0.338
F 3.50296 -0.07633 0.04867 -0.405
H -2.44118 -1.32495 -0.03677 0.366
H -1.51661 -0.94868 1.42256 0.250
H 0.31468 -2.37151 0.07525 0.305
H -0.53078 -1.50813 -1.44274 0.239
H 1.66354 2.02711 0.03584 0.201
H 2.70268 0.01325 0.47967 0.428
H -0.12811 2.82231 0.10338 0.248
H -1.73819 0.87441 -0.79768 0.318

Arrangement ii

15
Properties=species:S:1:pos:R:3:mulliken_charge:R:1 method="wB97M-V/def2-TZVPD" mol_weight_g_mol=105.1 orbital_gap_ev=9.8
C 0.79204 0.05552 0.27362 0.989
C 1.04258 0.97804 -0.84097 -1.078
C -0.09521 0.23170 1.25365 -1.353
C -2.11309 -0.80834 -0.30755 0.190
N -1.75623 -1.99130 -0.21981 -0.533
O 1.30787 -1.18866 0.08120 -0.514
F -1.89274 0.02286 -1.35793 -0.272
H 0.17114 1.60872 -0.90396 0.297
H 1.31731 0.48513 -1.82272 0.284
H 2.00871 1.73878 -0.77633 0.252
H -0.00852 -0.42788 2.11597 0.287
H -0.52110 1.14690 1.27606 0.480
H -2.67860 -0.21494 0.44584 0.365
H -1.27194 -2.57299 -0.96907 0.284
H 0.99691 -1.76568 0.68605 0.322

What is the stability order? It is arrangement i, arrangement ii, from most stable to least stable.

Arrangement i

15
Properties=species:S:1:pos:R:3:mulliken_charge:R:1 method="wB97M-V/def2-TZVPD" mol_weight_g_mol=105.1 orbital_gap_ev="7.9 / 7.9"
C -2.34290 0.66150 -1.85625 -0.785
C -0.50102 0.37698 -1.34044 0.371
C 1.20439 -1.14192 1.47962 -1.320
C 1.01569 0.02340 0.55059 0.237
N -0.18557 -0.05387 -0.15355 -0.198
O 1.18256 1.23311 1.31308 -0.527
F 0.47337 1.02833 -1.96665 -0.205
H -2.55479 0.69933 -2.89928 0.244
H -2.99800 -0.04783 -1.44636 0.217
H 0.79198 -2.00597 0.96966 0.349
H 2.12198 -1.26292 2.01461 0.335
H 0.45881 -0.87361 2.18866 0.397
H 1.73468 0.08063 -0.25882 0.307
H -0.92713 -0.56903 0.42301 0.263
H 0.52594 1.85186 0.98213 0.315

Arrangement ii

15
Properties=species:S:1:pos:R:3:mulliken_charge:R:1 method="wB97M-V/def2-TZVPD" mol_weight_g_mol=105.1 orbital_gap_ev=9.7 smiles=C[C@@]1(F)[C@H](N)[C@@H]1O
C 0.51969 1.75516 -1.23751 -1.136
C 0.28859 0.66378 -0.19481 0.734
C -1.07880 -0.04207 -0.03708 -0.015
C 0.17828 -0.62445 -0.61641 -0.254
H 0.08482 1.43725 -2.26386 0.263
H -0.06067 2.70819 -0.84867 0.282
H 1.63187 1.76365 -1.29826 0.347
H -1.74403 0.44777 -0.83988 0.235
H -1.44054 -0.26913 2.20132 0.246
H -2.60363 -1.07147 1.11359 0.254
H 0.05985 -0.78457 -1.76875 0.188
H 0.16100 -2.01988 0.74256 0.398
N -1.53969 -0.71943 1.16043 -0.620
O 0.71637 -1.79041 -0.12352 -0.572
F 1.05684 0.73699 0.92689 -0.349

What is the stability order? It is arrangement ii, arrangement i, from most stable to least stable.

Arrangement i

19
Properties=species:S:1:pos:R:3:mulliken_charge:R:1 method="wB97M-V/def2-TZVPD" mol_weight_g_mol=141.2 charge=+1 orbital_gap_ev=10.0 smiles="C[N+](=C=O)CC(=O)N1CC1"
C -1.04158 -1.00266 -0.67547 0.378
C 0.92503 0.84160 -0.55586 0.650
C 0.37739 -1.45049 -0.07992 -0.491
C -2.51728 1.08474 -0.15883 -0.249
C -1.60949 0.90473 0.99530 -0.490
C 2.70655 -0.31427 0.27179 -0.905
N 1.24660 -0.24811 -0.00368 0.095
N -1.34181 0.27599 -0.31543 -0.046
O -1.64490 -1.69062 -1.47032 -0.530
O 0.98654 1.85925 -1.05161 -0.220
H 0.25780 -1.89726 0.90237 0.354
H 0.84331 -2.18223 -0.84882 0.346
H -3.56977 0.75211 -0.26792 0.273
H -2.29089 1.92925 -0.78366 0.248
H -0.95334 1.84559 1.35409 0.216
H -1.99154 0.30173 1.77368 0.315
H 3.25153 -0.55437 -0.64013 0.411
H 3.23068 0.64043 0.56806 0.325
H 3.13516 -1.09540 0.98638 0.318

Arrangement ii

19
Properties=species:S:1:pos:R:3:mulliken_charge:R:1 method="wB97M-V/def2-TZVPD" mol_weight_g_mol=141.2 charge=+1 orbital_gap_ev="7.9 / 7.9"
C 1.88752 0.27865 -0.53433 0.149
C 1.68490 -0.15049 0.89791 0.529
C 0.90410 -0.56559 -1.20200 -0.252
C -0.50576 -0.19310 -0.78494 -0.389
C 0.14107 -1.12484 0.18766 0.063
C -1.55102 1.52991 0.98219 -0.833
N -0.13178 -2.43672 0.44122 -0.496
N -0.80003 1.18226 -0.28929 -0.106
O 2.72792 1.09452 -1.00981 -0.520
O 2.13507 -0.41435 1.93582 -0.328
H 1.04714 -0.93775 -2.27425 0.405
H -1.21407 -0.65329 -1.58080 0.427
H -1.29862 2.67658 1.10061 0.357
H -2.65752 1.37966 0.78404 0.333
H -1.14873 1.06932 1.82530 0.367
H 0.70018 -3.03340 0.84312 0.281
H -0.66821 -2.98744 -0.13641 0.222
H 0.01825 1.65407 -0.10297 0.405
H -1.27040 1.63199 -1.08310 0.387

What is the stability order? It is arrangement i, arrangement ii, from most stable to least stable.

Arrangement i

7
Properties=species:S:1:pos:R:3:mulliken_charge:R:1 method="wB97M-V/def2-TZVPD" mol_weight_g_mol=112.6 orbital_gap_ev=8.2 smiles="F[C@@H](Cl)C=S"
C -0.58849 0.01550 0.39093 0.165
C 0.82253 0.20299 -0.37503 -0.202
H -0.07652 -0.30600 1.35159 0.273
H 0.67372 0.90210 -1.36914 0.267
F -1.18573 1.25551 0.05081 -0.224
S 2.11978 -0.75865 0.05247 -0.148
Cl -1.76529 -1.31144 -0.10162 -0.131

Arrangement ii

7
Properties=species:S:1:pos:R:3:mulliken_charge:R:1 method="wB97M-V/def2-TZVPD" mol_weight_g_mol=112.6 orbital_gap_ev=8.4 smiles="F[C@@H](Cl)C=S"
C -0.60453 0.00660 0.21750 0.319
C 0.78450 0.15578 -0.37004 -0.325
H -0.31158 -0.00905 1.29121 0.191
H 0.82585 0.95928 -1.09974 0.298
F -1.39886 1.08269 0.01185 -0.222
S 2.14149 -0.69826 0.04739 -0.138
Cl -1.43686 -1.49704 -0.09818 -0.123

What is the stability order? It is arrangement ii, arrangement i, from most stable to least stable.